19
Properties=species:S:1:pos:R:3:forces:R:3:mulliken_charge:R:1 method="wB97M-V/def2-TZVPD" orbital_gap_ev=9.74 total_charge=0 spin_multiplicity=1 e_above_lowest_kcal_mol=38.9
O -1.417996 1.420359 -1.778758 1.251 -0.837 0.160 -0.5520
C -0.354888 0.854248 -1.745097 -0.775 1.433 -1.074 0.4233
O 0.164755 0.362370 -2.968338 -0.344 0.318 1.129 -0.5532
C 0.520118 0.682540 -0.503436 0.133 -0.382 -0.007 -0.0748
N 0.023191 1.363269 0.673174 0.077 0.229 -0.188 -0.4907
C -0.798508 0.430723 1.434576 -0.392 -0.140 -0.004 -0.6721
C -0.032439 -0.881223 1.300463 -0.337 -0.212 -0.162 -0.0354
O 1.096843 -0.945290 2.146732 0.249 -0.068 0.000 -0.5526
C 0.478259 -0.845203 -0.146558 0.163 0.444 -0.515 0.0342
O -0.459523 -1.481400 -0.993697 0.047 -0.217 -1.724 -0.6200
H 1.109326 0.171139 -2.895917 0.030 0.041 0.148 0.3614
H 1.542600 1.003032 -0.758307 -0.179 0.033 0.070 0.2974
H -0.454169 2.229035 0.448607 0.029 -0.143 -0.014 0.2944
H -1.813089 0.295450 1.016167 0.243 0.048 0.047 0.2939
H -0.903931 0.751250 2.480423 0.118 -0.070 -0.241 0.3802
H -0.681269 -1.758786 1.438031 0.123 0.194 -0.089 0.3403
H 0.805425 -1.098289 3.049861 -0.029 0.057 -0.017 0.3326
H 1.468726 -1.310459 -0.223231 -0.145 0.051 0.123 0.3501
H -0.293431 -1.242765 -1.974696 -0.261 -0.778 2.359 0.4428